a) DFT (ωB97M-V/def2-TZVPD) results for an isolated molecule of C7H18N2O.

Output
Structure (SMILES): C[C@H](N)C(C)(C)ON(C)C

ORCA input file:
```
! wB97M-V def2-TZVPD RIJCOSX def2/J DEFGRID3
* xyz 0 1
C -1.3982 0.8423 0.2572
C -0.9521 -0.7734 -1.6968
C -2.3629 -0.1096 0.9749
C -0.3369 0.0724 -0.5769
N -2.0758 1.8318 -0.5732
O 0.3432 -0.8170 0.2931
H -0.8416 1.4025 1.0185
H -2.6441 2.4372 0.0113
H -2.7063 1.3660 -1.2191
H -1.5277 -1.5931 -1.2763
H -0.1562 -1.2006 -2.3012
H -1.5850 -0.1670 -2.3370
H -3.0053 0.4519 1.6518
H -2.9941 -0.6299 0.2561
H -1.8046 -0.8443 1.5476
C 2.6124 -1.5206 0.0901
C 0.6458 1.1385 -1.2221
C 1.9504 -0.1287 1.9315
N 1.7569 -0.4423 0.5319
H 1.2557 0.6620 2.2111
H 2.5255 -2.4164 0.7150
H 3.6457 -1.1686 0.1180
H 2.3554 -1.7760 -0.9389
H 1.3932 0.6289 -1.8223
H 1.1326 1.7408 -0.4612
H 0.0186 1.7781 -1.8368
H 2.9709 0.2316 2.0668
H 1.7844 -0.9965 2.5869
*
```

These are the Mulliken partial charges, in e, on atoms 1 to 8: C 0.02; C -1.80; C -1.57; C 1.26; N -0.60; O -0.30; H 0.51; H 0.29



b) DFT (ωB97M-V/def2-TZVPD) results for a cluster of 2 separate species, C7H18N2O in total.

Output
Structure (SMILES): CCN(C)CO.CC(C)=N

ORCA input file:
```
! wB97M-V def2-TZVPD RIJCOSX def2/J DEFGRID3
* xyz 0 1
C 1.7386 -1.3800 -0.3520
C 0.2158 1.6348 0.1356
C 1.0756 -1.9717 0.8496
C 3.0790 -0.7451 -0.1229
N 1.1389 -1.4601 -1.4721
O 1.0487 1.8385 -0.9533
H 1.1813 0.9893 -1.3935
H -0.5995 -0.5008 -1.5683
H 1.6791 -1.1327 -2.2718
H 0.0463 2.6284 0.5734
H 0.7087 0.9948 0.8962
H 1.0814 -1.2658 1.6785
H 3.6930 -1.3723 0.5100
H 0.0524 -2.2541 0.6166
H 1.6226 -2.8621 1.1617
H 2.9479 0.2217 0.3811
H 3.6000 -0.5716 -1.0627
C -1.7916 0.3835 0.8717
C -3.1872 0.9455 1.1327
C -1.2686 0.4393 -1.4861
N -1.1480 1.0948 -0.2180
H -1.1961 0.4974 1.7827
H -1.8618 -0.6922 0.6529
H -2.3088 0.1658 -1.6544
H -0.9549 1.1154 -2.2778
H -3.1222 2.0036 1.3640
H -3.8196 0.8259 0.2572
H -3.6511 0.4301 1.9690
*
```

These are the Mulliken partial charges, in e, on atoms 1 to 8: C 1.01; C -0.40; C -1.39; C -1.15; N -0.73; O -0.54; H 0.30; H 0.47



c) DFT (ωB97M-V/def2-TZVPD) results for a cluster of 2 separate species, C7H18N2O in total.

Output
Structure (SMILES): CC(=O)C(C)(C)N.CNC

ORCA input file:
```
! wB97M-V def2-TZVPD RIJCOSX def2/J DEFGRID3
* xyz 0 1
C 1.4625 -0.4823 0.4017
C 1.4294 -1.0026 -1.0328
C 2.8352 -0.7727 1.0354
N 0.3646 -1.1175 1.1381
H -1.2770 -0.3965 0.1233
H 0.3037 -0.7141 2.0683
H 0.5409 -2.1125 1.2389
H 3.6270 -0.2955 0.4624
H 0.4715 -0.7889 -1.4955
H 1.5719 -2.0819 -1.0232
H 2.2263 -0.5629 -1.6257
H 2.8637 -0.3836 2.0514
H 3.0205 -1.8456 1.0600
C -2.8314 -0.6136 -1.1702
C -2.5876 1.0979 0.5064
C 0.8179 1.8002 -0.6756
N -1.9076 0.2049 -0.4118
C 1.1992 1.0314 0.5471
O 1.2560 1.5350 1.6439
H -3.1737 1.8185 -0.0673
H -3.4465 0.0350 -1.7969
H -3.5032 -1.2151 -0.5391
H -2.2665 -1.2859 -1.8145
H -1.8442 1.6360 1.0914
H -3.2677 0.5759 1.1963
H 1.5201 1.6347 -1.4865
H 0.7623 2.8596 -0.4392
H -0.1674 1.4421 -0.9862
*
```

These are the Mulliken partial charges, in e, on atoms 1 to 8: C 1.86; C -1.85; C -1.84; N -0.72; H 0.14; H 0.24; H 0.24; H 0.41



Tell me which of them is the most stable. Sure, it is c).



a) DFT (ωB97M-V/def2-TZVPD) results for a cluster of 2 separate species, C3H7IN in total.

ORCA input file:
```
! wB97M-V def2-TZVPD RIJCOSX def2/J DEFGRID3
* xyz 1 1
C -0.2078 -2.1148 -0.2473
C 0.2018 -0.9359 0.1636
C -0.5246 0.2679 0.3549
N -0.0530 1.3664 0.7784
I -2.5307 0.3784 -0.2543
H 0.3511 -3.0584 -0.1769
H -1.2610 -2.2872 -0.4180
H 1.2223 -0.6668 0.5322
H 1.6147 1.4611 -1.3057
H -0.7480 2.1687 0.6967
H 0.9512 1.5221 1.1136
H 0.9840 1.8984 -1.2370
*
```

These are the Mulliken partial charges, in e, on atoms 1 to 8: C -0.69; C 0.20; C 0.30; N -0.34; I 0.25; H 0.28; H 0.18; H 0.22



b) DFT (ωB97M-V/def2-TZVPD) results for a structure of composition C3H7IN.

ORCA input file:
```
! wB97M-V def2-TZVPD RIJCOSX def2/J DEFGRID3
* xyz 1 1
C -0.1433 1.3730 -0.3301
C -0.5207 0.5667 0.8739
C 0.3541 -1.0110 -0.7144
N 0.5800 0.1133 0.0627
I 0.5564 -3.1689 0.8939
H -0.9226 1.3366 -1.1926
H 0.3728 2.2787 -0.2062
H -0.3963 0.9801 1.7899
H -1.4607 0.0541 0.6936
H -0.7988 -1.3022 -0.9494
H 0.9702 -1.4053 -1.4910
H 1.4089 0.1849 0.5698
*
```

These are the Mulliken partial charges, in e, on atoms 1 to 8: C -0.19; C -0.45; C -1.05; N 0.14; I 0.14; H 0.26; H 0.31; H 0.34



Tell me which of them is the most stable. Sure, it is a).



a) DFT (ωB97M-V/def2-TZVPD) results for an isolated molecule of C2H2S3.

Output
Structure (SMILES): S=CC(=S)S

ORCA input file:
```
! wB97M-V def2-TZVPD RIJCOSX def2/J DEFGRID3
* xyz 0 1
C -0.3504 0.0353 0.0952
C 0.9640 -0.6307 0.4052
H -1.6721 1.4299 -0.5240
H 0.9307 -1.7186 0.3873
S -0.5798 1.7808 0.0049
S -1.6537 -0.9175 -0.1612
S 2.3613 0.0208 -0.2075
*
```

Which charges does Mulliken predict for the atoms? In e, they are: C 0.35; C -0.37; H 0.14; H 0.34; S -0.08; S -0.26; S -0.12



b) DFT (ωB97M-V/def2-TZVPD) results for a cluster of 2 separate species, C2H2S3 in total.

ORCA input file:
```
! wB97M-V def2-TZVPD RIJCOSX def2/J DEFGRID3
* xyz 0 1
C -2.1019 -0.0459 -0.1671
C 1.3192 -0.1194 -0.0142
S -1.2366 1.2306 0.0280
S 2.7000 0.8298 -0.0143
S 0.7331 -1.6388 0.0233
H -1.9769 -1.0091 0.1217
H 0.5631 0.7527 0.0226
*
```

Which charges does Mulliken predict for the atoms? In e, they are: C -0.12; C 0.35; S -0.07; S -0.18; S -0.22; H 0.38; H -0.14



Tell me which of them is the most stable. Sure, it is a).



a) DFT (ωB97M-V/def2-TZVPD) results for a cluster of 3 separate species, CH3NO2S2 in total.

Output
Structure (SMILES): O=C=O.N=S.S

ORCA input file:
```
! wB97M-V def2-TZVPD RIJCOSX def2/J DEFGRID3
* xyz 0 1
C 1.2893 -1.6120 -1.0025
N -0.1645 -1.0252 0.7480
O 1.9356 -2.3501 -0.3880
O 0.7623 -0.9212 -1.7491
S 0.4976 -1.5271 2.0878
S -1.6924 2.3790 0.4648
H -0.2686 -0.0622 0.5429
H -0.8459 1.6418 -0.4399
H -1.5134 3.4771 -0.2641
*
```

These are the Mulliken partial charges, in e, on atoms 1 to 8: C 0.79; N -0.33; O -0.41; O -0.37; S 0.10; S -0.28; H 0.16; H 0.17



b) DFT (ωB97M-V/def2-TZVPD) results for a cluster of 2 separate species, CH3NO2S2 in total.

ORCA input file:
```
! wB97M-V def2-TZVPD RIJCOSX def2/J DEFGRID3
* xyz 0 1
C 0.5104 -0.0446 1.5741
N -1.2339 0.2967 -0.4038
O -0.4610 0.2197 -2.7710
O 1.1217 -1.1730 -0.5989
S -0.8517 -0.5173 -1.6227
S 1.6966 -0.2519 0.4100
H 0.7750 0.7472 2.0990
H -0.4004 -0.5439 1.5336
H -1.1567 1.2672 -0.2203
*
```

These are the Mulliken partial charges, in e, on atoms 1 to 8: C -0.60; N -0.48; O -0.47; O -0.51; S 0.64; S 0.40; H 0.35; H 0.41



c) DFT (ωB97M-V/def2-TZVPD) results for a cluster of 3 separate species, CH3NO2S2 in total.

Output
Structure (SMILES): O=C=O.N=S.S

ORCA input file:
```
! wB97M-V def2-TZVPD RIJCOSX def2/J DEFGRID3
* xyz 0 1
C 2.9283 -0.7512 -0.2270
N 0.6055 1.4422 0.5181
O 3.2928 -0.6564 0.8568
O 2.5753 -0.8531 -1.3142
S 1.5098 2.0540 -0.5665
S -4.0620 -0.8069 0.1258
H 0.1150 2.0399 1.1194
H -2.6870 -0.5282 0.0969
H -4.2776 -1.9404 -0.6094
*
```

These are the Mulliken partial charges, in e, on atoms 1 to 8: C 0.73; N -0.30; O -0.37; O -0.36; S 0.05; S -0.32; H 0.25; H 0.16



Tell me which of them is the most stable. Sure, it is c).



a) DFT (ωB97M-V/def2-TZVPD) results for a cluster of 2 separate species, C5H8ClN3O in total.

ORCA input file:
```
! wB97M-V def2-TZVPD RIJCOSX def2/J DEFGRID3
* xyz 0 1
C 0.2109 -1.4322 0.1403
C 0.4170 0.7387 2.9352
C 1.1544 -2.3524 0.2338
C -0.2620 0.6876 -0.7440
C -1.7511 0.3860 -1.2035
N -0.6319 1.1477 2.6494
N 0.5950 -0.0930 -0.1498
N 0.2247 1.8135 -1.2281
O 1.7622 0.2498 0.0456
Cl 1.8504 0.2036 3.2954
H -0.8778 -1.6904 0.3879
H 2.2053 -2.1929 -0.1136
H 0.7785 -3.3774 0.2928
H -2.5025 0.8943 -0.4910
H -1.8826 -0.6179 -1.3244
H -1.8407 0.9845 -2.1517
H -0.4738 2.4304 -1.7037
H 1.0241 2.2200 -0.8705
*
```

These are the Mulliken partial charges, in e, on atoms 1 to 8: C -0.21; C 0.48; C -0.78; C 0.81; C -1.34; N -0.42; N 0.53; N -0.45



b) DFT (ωB97M-V/def2-TZVPD) results for an isolated molecule of C5H8ClN3O.

ORCA input file:
```
! wB97M-V def2-TZVPD RIJCOSX def2/J DEFGRID3
* xyz 0 1
C 0.1087 -0.8308 -1.2449
C 1.2113 -0.9922 -0.5156
C 1.0702 0.4069 1.4765
C -1.0638 0.1245 -1.1390
C -1.9532 -0.2700 0.0483
N 0.4456 1.2401 2.0714
N 1.6879 -0.3350 0.6269
N -0.5608 1.4662 -1.2013
O 2.9684 -0.8314 1.0274
Cl -1.0795 2.5197 -0.0182
H 0.0570 -1.4798 -2.1070
H 1.9222 -1.7584 -0.7963
H -1.6575 -0.0228 -2.0553
H -2.3455 -1.2706 -0.1149
H -2.7897 0.4171 0.1469
H -1.3837 -0.2615 0.9735
H -0.1728 1.9537 1.5840
H 3.5352 -0.0757 1.2375
*
```

These are the Mulliken partial charges, in e, on atoms 1 to 8: C -0.55; C -0.19; C 0.43; C 0.12; C -1.21; N -0.47; N 0.11; N -0.31



Tell me which of them is the most stable. Sure, it is a).